1.
C4H6N2O | wB97M-V/def2-TZVPD

Cartesian coordinates (Å):
N (-1.3414, -1.4150, 0.4996)
C (-0.3372, -0.5338, 0.2268)
C (-0.5360, 0.6448, -0.5497)
O (-1.8224, 1.0885, -0.8539)
C (0.7642, 1.3345, -0.4992)
C (1.6394, 0.5258, 0.1388)
N (0.9553, -0.6161, 0.5948)
H (-2.2280, -0.9603, 0.2852)
H (-1.3237, -1.8791, 1.3968)
H (-0.8501, 0.3246, -1.6087)
H (0.9845, 2.2865, -0.9620)
H (2.7020, 0.6176, 0.3124)
H (1.3933, -1.4181, 1.0192)

The value obtained for the largest force on an atom is 0.4 eV/A. The value obtained for the highest occupied orbital energy (alpha / beta) is -7.236 / -7.236 eV. The calculation puts the lowest unoccupied orbital energy (alpha / beta) at 0.59 / 0.59 eV. The HOMO-LUMO gap (alpha / beta) comes out at 7.8 / 7.8 eV. As for the charge: 0.

Population analysis type Mulliken, resulting atomic charges in e: number 1, N, carries -0.493; number 2, C, carries -0.082; number 3, C, carries 0.391; number 4, O, carries -0.781; number 5, C, carries -0.435; number 6, C, carries -0.556; number 7, N, carries -0.004; number 8, H, carries 0.298; number 9, H, carries 0.240; number 10, H, carries 0.406; number 11, H, carries 0.420; number 12, H, carries 0.389; number 13, H, carries 0.207



2.
C57H86BaN5O17 | wB97M-V/def2-TZVPD

Cartesian coordinates (Å):
Ba (6.3418, -6.5838, 10.7945)
C (8.9911, -5.4461, 14.5096)
C (9.9627, -6.6435, 14.1472)
C (10.1007, -7.5224, 15.4323)
C (10.7713, -8.8627, 15.1978)
C (10.2486, -9.6188, 13.9812)
C (9.9580, -8.7330, 12.7370)
N (9.3317, -7.4156, 13.0219)
O (9.1296, -6.5921, 11.8704)
C (8.8304, -9.5951, 11.8570)
C (11.3604, -8.7963, 12.0237)
C (11.3202, -5.9379, 13.8394)
H (7.9778, -5.7568, 14.2549)
H (9.0174, -4.5502, 13.8892)
H (9.0183, -5.1063, 15.5449)
H (9.1497, -7.6622, 15.9462)
H (10.7333, -7.0454, 16.1809)
H (10.5857, -9.4143, 16.1194)
H (11.8585, -8.9137, 15.2551)
H (9.3551, -10.1743, 14.2662)
H (11.0367, -10.3583, 13.8388)
H (7.8444, -9.4521, 12.2990)
H (9.1140, -10.6476, 11.8610)
H (8.6982, -9.2810, 10.8216)
H (12.2235, -8.7174, 12.6848)
H (11.3962, -7.9774, 11.3052)
H (11.4339, -9.7622, 11.5241)
H (12.1339, -6.6086, 13.5635)
H (11.5740, -5.2746, 14.6663)
H (11.1780, -5.2950, 12.9707)
C (15.6237, -9.4144, 11.4158)
C (16.5129, -10.5315, 11.5372)
C (17.8016, -10.4207, 10.9805)
C (18.2014, -9.2404, 10.3431)
C (17.2400, -8.2563, 10.1682)
C (16.0348, -8.2819, 10.7509)
N (19.6192, -9.0777, 10.0141)
O (20.3905, -9.9749, 10.2308)
O (19.9957, -7.9673, 9.5590)
H (14.6447, -9.4117, 11.8718)
H (16.3127, -11.3951, 12.1541)
H (18.4432, -11.2828, 11.0883)
H (17.5277, -7.3665, 9.6280)
H (15.3237, -7.4695, 10.7796)
C (9.0529, -0.9171, 16.0130)
C (9.9565, -1.9958, 16.0087)
C (9.9741, -2.9551, 17.0348)
C (9.2347, -2.7236, 18.1801)
C (8.3574, -1.6781, 18.1851)
C (8.2347, -0.8310, 17.1031)
N (9.2852, -3.7153, 19.2804)
O (9.9517, -4.7578, 19.2023)
O (8.6295, -3.4051, 20.2786)
H (8.9347, -0.0871, 15.3322)
H (10.5820, -2.1936, 15.1508)
H (10.5593, -3.8627, 17.0470)
H (7.7986, -1.5067, 19.0933)
H (7.5382, -0.0113, 17.2003)
C (9.4323, -8.5990, 7.8083)
C (8.6366, -9.1930, 6.7980)
C (8.9169, -8.7361, 5.5146)
C (9.9648, -7.8460, 5.2065)
C (10.7585, -7.3471, 6.2592)
C (10.4566, -7.7139, 7.6283)
N (10.3338, -7.5660, 3.8282)
O (10.7657, -6.4548, 3.5090)
O (10.2905, -8.4959, 2.9916)
H (9.2891, -8.9943, 8.8031)
H (7.9163, -9.9533, 7.0616)
H (8.2540, -9.1143, 4.7505)
H (11.5402, -6.6378, 6.0308)
H (11.0013, -7.4017, 8.5070)
C (12.6412, -4.9889, 8.9630)
C (13.8872, -4.7331, 8.3208)
C (15.0348, -4.6322, 9.1121)
C (14.8858, -4.7802, 10.5397)
C (13.6430, -5.0725, 11.1824)
C (12.5888, -5.1498, 10.3040)
N (16.0884, -4.6330, 11.4118)
O (17.1958, -4.7009, 10.9604)
O (15.8927, -4.4784, 12.6614)
H (11.7633, -5.0037, 8.3341)
H (13.9783, -4.5222, 7.2655)
H (15.9867, -4.4568, 8.6331)
H (13.4100, -5.3102, 12.2098)
H (11.6195, -5.2925, 10.7585)
C (9.4067, -13.8620, 9.8385)
C (7.9114, -13.8265, 9.8999)
O (7.2472, -13.0738, 9.1949)
C (7.3316, -14.7379, 10.9767)
H (9.8791, -13.8524, 8.8563)
H (9.8969, -14.7144, 10.3090)
H (9.6108, -12.9593, 10.4143)
H (7.2145, -14.4282, 12.0152)
H (7.7801, -15.7312, 10.9583)
H (6.3266, -14.8966, 10.5856)
C (8.7295, -12.5664, 17.0259)
C (8.3206, -12.2921, 15.5148)
O (7.3981, -11.6060, 15.2159)
C (8.9514, -13.1617, 14.3846)
H (9.4968, -11.8315, 17.2694)
H (9.1272, -13.5789, 17.0958)
H (7.9550, -12.3386, 17.7583)
H (9.1956, -12.6891, 13.4332)
H (8.3031, -14.0319, 14.2820)
H (9.9162, -13.5179, 14.7458)
C (6.7989, -2.9058, 14.2492)
C (5.7248, -3.4065, 13.2307)
O (5.9433, -4.4283, 12.6368)
C (4.4447, -2.7170, 13.0698)
H (6.5828, -1.9520, 14.7305)
H (7.6691, -2.7728, 13.6065)
H (6.7690, -3.7058, 14.9890)
H (3.6604, -3.4668, 13.1740)
H (4.2381, -2.3262, 12.0735)
H (4.4569, -2.0058, 13.8957)
C (12.8910, -12.1280, 14.7838)
C (14.1460, -12.0385, 15.6691)
O (14.9952, -12.9704, 15.6718)
C (14.3493, -10.7084, 16.3609)
H (12.9952, -11.8012, 13.7492)
H (12.1042, -11.5441, 15.2614)
H (12.5296, -13.1417, 14.6105)
H (15.3000, -10.4522, 16.8284)
H (13.6533, -10.8243, 17.1917)
H (14.1467, -9.9112, 15.6456)
C (9.3065, -3.3590, 10.4379)
C (8.1185, -3.4658, 9.5815)
O (7.7459, -4.5655, 9.0863)
C (7.3169, -2.2143, 9.5076)
H (9.8166, -2.3966, 10.3965)
H (9.9200, -4.2466, 10.2830)
H (8.9672, -3.4414, 11.4705)
H (6.3696, -2.2486, 10.0457)
H (7.0676, -2.0161, 8.4651)
H (7.8476, -1.3277, 9.8545)
C (5.6529, -11.2200, 11.8880)
C (5.0933, -10.3530, 10.8021)
O (5.4171, -9.1733, 10.6339)
C (4.1299, -11.0205, 9.7776)
H (5.0511, -11.9774, 12.3903)
H (5.9580, -10.6010, 12.7317)
H (6.5572, -11.5794, 11.3968)
H (3.6307, -10.2277, 9.2206)
H (3.3558, -11.4394, 10.4206)
H (4.6546, -11.7902, 9.2116)
C (8.2204, -8.1810, 19.0927)
C (7.1670, -8.4474, 20.1158)
O (7.0937, -9.4667, 20.7896)
C (6.2981, -7.2633, 20.4920)
H (7.8397, -7.9038, 18.1097)
H (8.9344, -9.0019, 19.0242)
H (8.7888, -7.3812, 19.5674)
H (6.7978, -6.7877, 21.3359)
H (5.2733, -7.6000, 20.6484)
H (6.2627, -6.6899, 19.5656)
C (5.2152, -6.7334, 15.1049)
C (5.9515, -7.8221, 14.3804)
O (6.0778, -7.7422, 13.1677)
C (6.5851, -8.9293, 15.2028)
H (5.6849, -5.7610, 14.9573)
H (5.1779, -6.9094, 16.1799)
H (4.2076, -6.7587, 14.6898)
H (6.9481, -8.4550, 16.1146)
H (7.3805, -9.3600, 14.5946)
H (5.9258, -9.7628, 15.4450)

Its spin multiplicity is 2. The value obtained for the largest force on an atom is 5.9 eV/A. The value obtained for the highest occupied orbital energy (alpha / beta) is -3.040 / -6.415 eV. The calculation puts the lowest unoccupied orbital energy (alpha / beta) at -0.80 / -0.76 eV. The HOMO-LUMO gap (alpha / beta) comes out at 2.2 / 5.7 eV. As for the charge: 0.

Atomic partial charges in e from the Mulliken method, atoms 1 to 99: number 1, Ba, carries 1.519; number 2, C, carries -1.360; number 3, C, carries 2.667; number 4, C, carries -0.870; number 5, C, carries -0.347; number 6, C, carries 1.257; number 7, C, carries 1.974; number 8, N, carries 1.250; number 9, O, carries -0.663; number 10, C, carries 0.189; number 11, C, carries -1.795; number 12, C, carries -1.659; number 13, H, carries -0.261; number 14, H, carries -0.098; number 15, H, carries -0.096; number 16, H, carries -0.373; number 17, H, carries 0.598; number 18, H, carries 0.429; number 19, H, carries -0.164; number 20, H, carries -2.183; number 21, H, carries 0.110; number 22, H, carries -0.384; number 23, H, carries 0.009; number 24, H, carries -0.777; number 25, H, carries 0.077; number 26, H, carries -0.145; number 27, H, carries 0.567; number 28, H, carries 0.371; number 29, H, carries 0.243; number 30, H, carries 0.146; number 31, C, carries -0.164; number 32, C, carries -0.707; number 33, C, carries -0.279; number 34, C, carries -0.323; number 35, C, carries -0.348; number 36, C, carries 0.043; number 37, N, carries 0.952; number 38, O, carries -0.576; number 39, O, carries -0.580; number 40, H, carries 0.413; number 41, H, carries 0.422; number 42, H, carries 0.423; number 43, H, carries 0.473; number 44, H, carries 0.271; number 45, C, carries -0.761; number 46, C, carries -0.233; number 47, C, carries -0.260; number 48, C, carries -0.115; number 49, C, carries -0.358; number 50, C, carries -0.317; number 51, N, carries 1.030; number 52, O, carries -0.592; number 53, O, carries -0.599; number 54, H, carries 0.416; number 55, H, carries 0.368; number 56, H, carries 0.547; number 57, H, carries 0.472; number 58, H, carries 0.422; number 59, C, carries 0.182; number 60, C, carries -1.113; number 61, C, carries -0.338; number 62, C, carries 0.097; number 63, C, carries -0.205; number 64, C, carries -0.679; number 65, N, carries 0.854; number 66, O, carries -0.533; number 67, O, carries -0.521; number 68, H, carries 0.300; number 69, H, carries 0.592; number 70, H, carries 0.363; number 71, H, carries 0.492; number 72, H, carries 0.513; number 73, C, carries -0.414; number 74, C, carries -0.892; number 75, C, carries -0.724; number 76, C, carries -0.107; number 77, C, carries -0.363; number 78, C, carries 0.628; number 79, N, carries 1.107; number 80, O, carries -0.579; number 81, O, carries -0.617; number 82, H, carries 0.713; number 83, H, carries 0.442; number 84, H, carries 0.495; number 85, H, carries 0.640; number 86, H, carries -0.383; number 87, C, carries -0.773; number 88, C, carries 0.906; number 89, O, carries -0.529; number 90, C, carries -1.228; number 91, H, carries 0.341; number 92, H, carries 0.342; number 93, H, carries -0.017; number 94, H, carries 0.155; number 95, H, carries 0.478; number 96, H, carries 0.389; number 97, C, carries -1.262; number 98, C, carries 0.884; number 99, O, carries -0.447



3.
C21H28N9S3Ta | wB97M-V/def2-TZVPD

Cartesian coordinates (Å):
Ta (-0.4883, -0.5232, 0.5729)
N (-2.4860, 3.4103, 1.4416)
C (-1.6358, 2.4656, 1.0381)
S (-0.8922, 1.4589, 2.2704)
N (-1.3801, 2.2867, -0.2277)
N (-0.4983, 1.2712, -0.5047)
C (0.2153, 1.3656, -1.6268)
C (0.0154, 2.4725, -2.5722)
C (1.1378, 3.2307, -2.9870)
C (0.9748, 4.2924, -3.8579)
C (-0.3031, 4.6138, -4.3113)
C (-1.4206, 3.8654, -3.9161)
C (-1.2735, 2.8374, -2.9995)
C (1.2495, 0.3981, -1.9070)
C (2.0679, 0.3086, -3.0598)
C (3.0573, -0.6691, -3.1105)
C (3.1989, -1.5585, -2.0172)
C (2.3343, -1.4437, -0.9362)
N (1.4325, -0.4692, -0.8805)
H (-2.7112, 3.5163, 2.4104)
H (-2.9732, 3.9167, 0.7144)
H (2.1438, 2.9634, -2.6012)
H (1.8642, 4.8345, -4.2064)
H (-0.4159, 5.4478, -4.9814)
H (-2.4501, 4.0656, -4.2443)
H (-2.1152, 2.3251, -2.5226)
H (1.8592, 0.9845, -3.8994)
H (3.7164, -0.7124, -3.9677)
H (3.9533, -2.3316, -2.0079)
H (2.3047, -2.1536, -0.1090)
C (-3.0553, -3.2392, -2.3841)
C (-2.5430, -2.3512, -1.2307)
S (-0.8004, -2.2064, -1.0738)
C (-3.4297, -1.6392, -0.3947)
C (-4.9301, -1.8346, -0.5434)
S (-2.9909, -0.4810, 0.8149)
H (-2.1658, -3.5041, -2.9806)
H (-3.7749, -2.7582, -3.0435)
H (-3.4930, -4.1819, -2.0223)
H (-5.2266, -2.8543, -0.7882)
H (-5.3265, -1.1590, -1.2975)
H (-5.4106, -1.5405, 0.3864)
C (3.3176, -1.2542, 4.7504)
N (2.8143, -0.5453, 3.5692)
C (3.6358, 0.5737, 3.0721)
C (1.7035, -0.9411, 2.9202)
N (1.3941, -0.5422, 1.7073)
N (0.8629, -1.7961, 3.6104)
C (-0.3119, -2.3443, 3.1954)
N (-0.9879, -3.0698, 4.0975)
N (-0.7208, -2.1813, 1.9695)
H (4.3918, -1.0779, 4.8287)
H (3.1338, -2.3394, 4.7239)
H (2.8562, -0.7902, 5.6213)
H (4.2068, 0.9164, 3.9242)
H (3.0210, 1.4104, 2.7287)
H (4.3224, 0.2556, 2.2824)
H (2.0866, 0.0970, 1.3181)
H (1.1515, -1.9772, 4.5595)
H (-0.6704, -3.0509, 5.0610)
H (-1.9240, -3.3966, 3.8746)
H (-1.6183, -2.6670, 1.7499)

The value obtained for the largest force on an atom is 3.0 eV/A. The value obtained for the highest occupied orbital energy (alpha / beta) is -12.557 / -12.558 eV. The calculation puts the lowest unoccupied orbital energy (alpha / beta) at -7.17 / -7.17 eV. The HOMO-LUMO gap (alpha / beta) comes out at 5.4 / 5.4 eV. As for the charge: +2.

Population analysis type Mulliken, resulting atomic charges in e: number 1, Ta, carries 0.180; number 2, N, carries -0.401; number 3, C, carries 0.539; number 4, S, carries -0.520; number 5, N, carries -1.313; number 6, N, carries 1.229; number 7, C, carries 1.197; number 8, C, carries -0.112; number 9, C, carries -0.288; number 10, C, carries -0.838; number 11, C, carries -0.432; number 12, C, carries -0.770; number 13, C, carries -0.117; number 14, C, carries -0.081; number 15, C, carries -0.543; number 16, C, carries -0.724; number 17, C, carries -0.863; number 18, C, carries -0.046; number 19, N, carries -0.122; number 20, H, carries 0.212; number 21, H, carries 0.241; number 22, H, carries 0.503; number 23, H, carries 0.393; number 24, H, carries 0.432; number 25, H, carries 0.394; number 26, H, carries 0.466; number 27, H, carries 0.626; number 28, H, carries 0.480; number 29, H, carries 0.470; number 30, H, carries 0.506; number 31, C, carries -1.529; number 32, C, carries 0.674; number 33, S, carries -0.397; number 34, C, carries 0.613; number 35, C, carries -1.674; number 36, S, carries -0.177; number 37, H, carries 0.444; number 38, H, carries 0.349; number 39, H, carries 0.345; number 40, H, carries 0.385; number 41, H, carries 0.330; number 42, H, carries 0.512; number 43, C, carries -1.288; number 44, N, carries 0.138; number 45, C, carries -1.197; number 46, C, carries 0.351; number 47, N, carries 0.063; number 48, N, carries 0.006; number 49, C, carries 0.567; number 50, N, carries -0.376; number 51, N, carries -0.246; number 52, H, carries 0.421; number 53, H, carries 0.464; number 54, H, carries 0.391; number 55, H, carries 0.477; number 56, H, carries 0.433; number 57, H, carries 0.348; number 58, H, carries 0.023; number 59, H, carries 0.231; number 60, H, carries 0.192; number 61, H, carries 0.239; number 62, H, carries 0.192